Molecular formula: C6H12O
Method: DFT, wB97M-V/def2-TZVPD

Each line ends with the Löwdin charge.
Cartesian coordinates (Å):
C1 -1.102686 -1.605686 -0.867508  -0.07
C2 -0.849930 -0.114355 -0.685387  -0.35
C3 -0.998290 0.375251 0.761841  -0.15
C4 -0.109095 1.605001 0.758759  -0.19
O1 1.036482 1.200180 -0.004619  -0.19
C5 0.596629 0.281252 -1.024946  -0.19
C6 2.156814 -0.633293 1.091573  0.18
H1 -2.135310 -1.868521 -0.613687  0.08
H2 -0.925752 -1.915082 -1.904001  0.08
H3 -0.426833 -2.176558 -0.219974  0.08
H4 -1.535490 0.459203 -1.323266  0.14
H5 -0.578534 -0.367380 1.448336  0.11
H6 -2.035834 0.577545 1.043824  0.12
H7 0.245617 1.920809 1.742694  0.12
H8 -0.619800 2.465182 0.291679  0.13
H9 0.705188 0.732904 -2.018469  0.13
H10 2.212121 0.088994 1.926219  -0.05
H11 1.252699 -0.585836 -0.946968  0.07
H12 3.112003 -0.439607 0.543908  -0.04

Cartesian forces (eV/Å) of the 6 atoms listed first:
0.0 -0.1 0.0
0.0 0.0 -0.1
0.0 0.0 0.0
-0.1 0.0 0.2
0.2 -0.2 0.1
0.0 -0.2 -0.2

Orbital gap: 8.9 eV
Net charge: 0

Molecular formula: C6H12O
Method: DFT, wB97M-V/def2-TZVPD

Each line ends with the Löwdin charge.
Cartesian coordinates (Å):
C1 0.137865 1.485889 1.591111  -0.11
C2 -1.175151 1.096703 0.903455  -0.27
C3 -1.357379 -0.394531 0.813527  -0.20
C4 -1.644057 -1.059080 -0.300071  -0.04
C5 0.978999 -1.382799 -1.679473  -0.14
C6 1.615876 -0.002815 -1.664448  -0.14
O1 1.528915 -2.076970 -0.699106  -0.02
H1 0.241465 2.574197 1.651734  0.07
H2 1.010980 1.100073 1.050458  0.06
H3 0.175595 1.086540 2.611276  0.07
H4 -1.206187 1.525912 -0.106216  0.10
H5 -2.016925 1.536973 1.459814  0.11
H6 -1.206541 -0.950022 1.741111  0.10
H7 -1.780215 -0.542419 -1.247579  0.06
H8 -1.748773 -2.142816 -0.309976  0.06
H9 2.109394 0.151494 -2.636030  0.07
H10 2.343284 0.198887 -0.866670  0.06
H11 0.837361 0.769173 -1.597826  0.06
H12 1.155496 -2.974388 -0.715092  0.10

Cartesian forces (eV/Å) of the 6 atoms listed first:
0.1 0.0 0.0
0.0 0.0 -0.1
0.0 0.0 0.0
-0.1 0.0 0.1
0.5 0.4 0.2
-0.1 0.0 0.0

Orbital gap: 9.3 eV
Net charge: 0

Molecular formula: C6H12O
Method: DFT, wB97M-V/def2-TZVPD

Each line ends with the Löwdin charge.
Cartesian coordinates (Å):
C1 2.516879 -0.254595 0.347527  -0.11
C2 1.354197 -0.014260 -0.631251  -0.19
C3 0.175403 0.576092 0.196832  -0.30
C4 -1.240814 1.197644 -0.181995  -0.10
C5 -2.232164 0.015223 -0.057236  -0.16
C6 -1.242872 -1.130769 0.102697  -0.22
O1 -0.240754 -0.577944 0.939663  -0.14
H1 2.889065 0.682471 0.780780  0.07
H2 2.198884 -0.895073 1.177588  0.08
H3 3.356274 -0.746896 -0.153659  0.07
H4 1.724778 0.531981 -1.504215  0.11
H5 1.026103 -0.992641 -0.993256  0.09
H6 0.639367 1.319474 0.850559  0.13
H7 -1.457504 1.913735 0.621855  0.10
H8 -1.321328 1.751325 -1.122062  0.11
H9 -2.938905 -0.083255 -0.890567  0.11
H10 -2.810773 0.103315 0.865499  0.11
H11 -1.575441 -2.068617 0.550587  0.13
H12 -0.820404 -1.327204 -0.899339  0.11

Cartesian forces (eV/Å) of the 6 atoms listed first:
0.1 0.0 0.0
-0.1 0.1 -0.2
0.0 0.2 0.2
0.4 0.0 -0.1
0.0 -0.1 0.1
-0.1 -0.1 -0.2

SMILES: CC[C@H]1CCCO1
Orbital gap: 10.9 eV
Net charge: 0

Molecular formula: C6H12O
Method: DFT, wB97M-V/def2-TZVPD

Each line ends with the Löwdin charge.
Cartesian coordinates (Å):
C1 0.212914 1.562891 2.024374  -0.10
C2 -0.170614 1.382391 0.557030  -0.24
C3 -0.069776 -0.071801 0.075115  -0.31
C4 1.363575 -0.676610 0.261861  -0.18
O1 1.447871 -1.610368 1.062559  -0.02
C5 -0.618875 -0.241258 -1.347701  -0.24
C6 -0.629397 -1.692729 -1.822529  -0.11
H1 0.141550 2.613655 2.323461  0.07
H2 -0.443837 0.980040 2.680568  0.08
H3 1.239847 1.227849 2.207934  0.07
H4 -1.199086 1.738862 0.396570  0.11
H5 0.472519 2.001064 -0.080092  0.11
H6 -0.656310 -0.716840 0.762299  0.15
H7 2.457117 -0.831145 0.138761  0.14
H8 -0.016205 0.373765 -2.026678  0.11
H9 -1.639696 0.168039 -1.383447  0.11
H10 -1.042045 -1.775335 -2.833217  0.07
H11 -1.233494 -2.323159 -1.159619  0.08
H12 0.383943 -2.109312 -1.837246  0.07

Cartesian forces (eV/Å) of the 6 atoms listed first:
0.0 0.0 0.0
0.2 0.0 -0.1
0.5 0.1 -0.2
0.4 -2.2 1.9
-2.1 -1.0 1.4
0.2 0.0 -0.1

SMILES: CCC(C=O)CC
Orbital gap: 10.2 eV
Net charge: 0

Molecular formula: C6H12O
Method: DFT, wB97M-V/def2-TZVPD

Each line ends with the Löwdin charge.
Cartesian coordinates (Å):
C1 -1.259802 -1.549172 -1.053580  -0.05
C2 -0.463688 -0.431515 -0.393777  -0.41
C3 -0.913457 0.217131 0.900608  -0.13
C4 -0.408681 1.731172 0.715588  -0.34
O1 0.151284 1.878185 -0.540328  -0.25
C5 0.940417 -0.302801 -0.625344  -0.01
C6 2.044608 -0.118943 0.359920  -0.06
H1 -2.321202 -1.275099 -1.117922  0.08
H2 -0.897579 -1.754075 -2.071376  0.08
H3 -1.189889 -2.485389 -0.479552  0.08
H4 -0.521561 0.634424 -1.039380  0.19
H5 -0.482469 -0.242077 1.801072  0.11
H6 -2.007381 0.157560 0.995301  0.11
H7 0.309294 1.993867 1.519117  0.10
H8 -1.279542 2.401520 0.839442  0.10
H9 1.271876 -0.530950 -1.645473  0.14
H10 1.715652 0.331363 1.300337  0.07
H11 2.443502 -1.124248 0.595057  0.10
H12 2.868611 0.469042 -0.059718  0.09

Cartesian forces (eV/Å) of the 6 atoms listed first:
0.0 0.0 -0.1
0.4 -0.3 0.2
0.1 0.1 -0.1
-0.1 0.0 0.1
-0.1 -0.5 0.1
-0.5 0.1 0.0

Orbital gap: 8.2 eV
Net charge: 0

Molecular formula: C6H12O
Method: DFT, wB97M-V/def2-TZVPD

Each line ends with the Löwdin charge.
Cartesian coordinates (Å):
C1 0.576445 -0.163300 1.664817  -0.12
C2 1.805482 -0.148406 1.146969  -0.09
C3 1.647274 -1.478953 0.445930  -0.17
C4 0.187449 -1.463770 0.998641  -0.17
H1 0.015689 0.526973 2.289742  0.09
H2 2.623782 0.565670 1.172528  0.10
H3 1.733771 -1.470753 -0.646615  0.10
H4 2.269377 -2.287654 0.846741  0.10
H5 -0.085559 -2.299155 1.653088  0.10
H6 -0.571965 -1.357582 0.214906  0.08
C5 -1.197452 1.770747 -0.157639  -0.14
O1 -0.325922 1.034998 -0.972901  -0.26
C6 -0.990957 0.364884 -2.007651  -0.14
H7 -0.583632 2.316032 0.563560  0.09
H8 -1.888584 1.111647 0.395149  0.09
H9 -1.794525 2.490023 -0.740035  0.09
H10 -0.271998 -0.322636 -2.461476  0.09
H11 -1.849610 -0.217221 -1.634328  0.09
H12 -1.353251 1.065793 -2.776155  0.09

Cartesian forces (eV/Å) of the 6 atoms listed first:
0.1 0.1 0.1
0.0 0.1 0.1
0.1 -0.1 -0.1
-0.2 -0.1 0.0
0.1 -0.1 -0.1
-0.1 -0.1 0.1

SMILES: C1=CCC1.COC
Orbital gap: 10.2 eV
Net charge: 0

Molecular formula: C6H12O
Method: DFT, wB97M-V/def2-TZVPD

Each line ends with the Löwdin charge.
Cartesian coordinates (Å):
C1 2.513150 -1.655490 0.994716  -0.11
C2 1.283343 -0.862751 0.361546  -0.12
C3 0.328249 -0.303520 1.174114  -0.12
C4 -1.040177 0.209633 0.746071  -0.16
C5 -0.940007 1.384423 -0.351125  -0.17
C6 -1.122774 0.886766 -1.713307  -0.32
O1 -2.383983 1.377601 -2.076792  -0.09
H1 2.950211 -1.005548 1.849746  0.09
H2 2.226582 -2.574729 1.495518  0.06
H3 3.335239 -1.829825 0.370620  0.03
H4 1.391452 -0.863178 -0.729931  0.09
H5 0.546059 -0.442737 2.163182  0.06
H6 -1.512396 -0.726625 0.377529  0.11
H7 -1.581437 0.440798 1.623843  0.08
H8 -1.525363 2.160550 -0.030191  0.08
H9 0.066547 1.831360 -0.302379  0.12
H10 -0.457250 1.404961 -2.454857  0.13
H11 -1.017240 -0.235594 -1.864565  0.14
H12 -3.060205 0.803905 -1.633738  0.11

Cartesian forces (eV/Å) of the 6 atoms listed first:
-1.4 2.8 2.5
0.8 -0.4 1.6
1.1 -1.2 -4.2
1.7 -0.3 -1.4
3.6 -3.0 2.8
0.0 0.3 -2.1

SMILES: C/C=C/CCCO
Orbital gap: 9.9 eV
Net charge: 0

Molecular formula: C6H12O
Method: DFT, wB97M-V/def2-TZVPD

Each line ends with the Löwdin charge.
Cartesian coordinates (Å):
C1 -0.355344 -0.106183 -1.361397  -0.08
C2 -0.584488 1.356990 -0.206760  -0.14
C3 0.583531 2.325110 -0.163162  -0.10
O1 -0.676247 0.697811 1.064485  -0.10
C4 -0.265429 -0.452233 0.436570  -0.55
C5 -1.292561 -1.559285 0.620377  -0.02
C6 1.157327 -0.885131 0.736016  -0.02
H1 0.198694 0.544118 -2.061674  0.10
H2 -1.364309 -0.240971 -1.748148  0.08
H3 0.189606 -1.056955 -1.479035  0.07
H4 1.566311 1.948770 0.149994  0.06
H5 0.278510 3.058215 0.596353  0.09
H6 0.683066 2.880481 -1.101702  0.07
H7 -1.055070 -2.452939 0.034012  0.09
H8 -1.321805 -1.841412 1.681792  0.10
H9 -2.284563 -1.193776 0.346412  0.09
H10 1.245293 -1.153548 1.795834  0.10
H11 1.879828 -0.096589 0.515382  0.08
H12 1.417650 -1.772472 0.144654  0.09

Cartesian forces (eV/Å) of the 6 atoms listed first:
0.1 -0.5 -0.2
-0.2 0.8 0.2
0.1 -0.1 -0.1
0.1 0.1 0.0
0.1 -0.3 -0.1
0.0 0.0 -0.1

Orbital gap: 8.1 eV
Net charge: 0

Molecular formula: C6H12O
Method: DFT, wB97M-V/def2-TZVPD

Each line ends with the Löwdin charge.
Cartesian coordinates (Å):
C1 -1.053224 -0.564015 1.801904  -0.04
C2 -0.938835 0.729620 1.011005  -0.39
C3 0.455777 1.295099 0.940284  -0.05
C4 0.784164 1.523127 -0.323680  -0.07
C5 -0.367262 1.145237 -1.213188  -0.20
O1 -1.291052 0.493507 -0.353279  -0.11
H1 -2.072483 -0.952754 1.728643  0.08
H2 -0.821479 -0.394226 2.860168  0.08
H3 -0.357476 -1.309165 1.403394  0.08
H4 -1.632500 1.473377 1.440053  0.15
H5 1.064011 1.476630 1.820045  0.11
H6 1.716855 1.930402 -0.697677  0.11
H7 -0.822449 2.035351 -1.676818  0.12
H8 -0.078458 0.461232 -2.021307  0.10
C6 1.084512 -1.869718 -1.345796  -0.05
H9 1.311285 -1.743612 -2.409325  0.02
H10 0.000363 -1.874516 -1.208578  0.02
H11 1.514668 -2.809430 -0.992676  0.02
H12 1.503583 -1.046146 -0.763170  0.01

Cartesian forces (eV/Å) of the 6 atoms listed first:
0.0 0.0 0.0
0.0 0.0 0.2
0.0 0.1 -0.1
-0.1 0.0 0.1
0.1 0.1 -0.2
0.0 0.0 0.0

SMILES: C[C@H]1C=CCO1.C
Orbital gap: 10.2 eV
Net charge: 0

Molecular formula: C6H12O
Method: DFT, wB97M-V/def2-TZVPD

Each line ends with the Löwdin charge.
Cartesian coordinates (Å):
C1 -0.454827 -0.900802 -2.156447  -0.10
C2 0.130802 -1.593476 -0.921610  -0.22
C3 -0.160074 -0.809364 0.333973  -0.15
C4 0.816065 -0.046210 1.022621  -0.18
C5 0.382060 1.035400 1.836925  -0.12
C6 -0.312070 2.022962 0.536648  -0.38
O1 -1.098370 1.308964 -0.192062  -0.21
H1 -1.544474 -0.842373 -2.087181  0.08
H2 -0.091605 0.125659 -2.228247  0.07
H3 -0.185597 -1.462085 -3.057974  0.07
H4 -0.284735 -2.604157 -0.833262  0.11
H5 1.217237 -1.702378 -1.033989  0.11
H6 -1.179181 -0.739035 0.700409  0.14
H7 0.469193 -1.329997 1.339015  0.22
H8 1.840697 -0.108408 0.656642  0.14
H9 1.147970 1.555165 2.411754  0.10
H10 -0.514358 0.835153 2.422800  0.11
H11 -0.772786 2.794055 1.190644  0.10
H12 0.594053 2.460928 0.059341  0.10

Cartesian forces (eV/Å) of the 6 atoms listed first:
0.0 0.0 0.0
0.1 -0.1 0.0
0.1 0.0 0.0
-0.1 0.2 -0.3
0.0 -0.1 0.2
0.1 0.3 0.1

Orbital gap: 8.7 eV
Net charge: 0

Molecular formula: C6H12O
Method: DFT, wB97M-V/def2-TZVPD

Each line ends with the Löwdin charge.
Cartesian coordinates (Å):
C1 2.089587 1.860407 0.324865  0.00
C2 0.824673 1.797909 -0.095546  -0.20
C3 0.336040 0.789948 -1.102511  -0.22
C4 -1.092181 0.280529 -0.784158  -0.21
C5 -1.191815 -0.545674 0.475534  -0.20
C6 -0.255604 -1.728837 0.541311  -0.26
O1 -1.029330 -2.887794 0.850950  -0.07
H1 2.754690 1.041559 0.087811  0.06
H2 2.359614 2.710976 0.931685  0.05
H3 0.078005 2.428106 0.380675  0.10
H4 0.280669 1.209903 -2.108456  0.11
H5 1.106010 0.019324 -1.099495  0.10
H6 -1.685520 1.201685 -0.738422  0.11
H7 -1.437630 -0.263366 -1.665443  0.11
H8 -1.149782 0.063745 1.390757  0.12
H9 -2.211539 -0.898655 0.649865  0.11
H10 0.168666 -1.901315 -0.452469  0.11
H11 0.556790 -1.559450 1.240147  0.12
H12 -0.501350 -3.618994 1.172905  0.08

Cartesian forces (eV/Å) of the 6 atoms listed first:
-1.2 0.1 -0.1
0.2 -0.3 0.0
-0.3 0.0 0.7
0.8 0.6 -0.5
-1.1 0.4 1.1
-0.2 -0.6 -0.7

SMILES: C=CCCCCO
Orbital gap: 10.5 eV
Net charge: 0

Molecular formula: C6H12O
Method: DFT, wB97M-V/def2-TZVPD

Each line ends with the Löwdin charge.
Cartesian coordinates (Å):
C1 -0.147163 -1.390279 -0.595380  -0.21
C2 -0.604475 0.024344 -0.498106  -0.46
C3 -0.988565 0.543027 0.892646  -0.11
C4 -0.544095 2.004575 0.821197  -0.12
O1 0.545451 2.023104 -0.150239  -0.03
C5 0.540995 0.870368 -0.788368  -0.16
C6 1.628230 -1.190473 0.072030  -0.05
H1 -1.759322 -1.651896 -1.141364  0.14
H2 0.079459 -1.758989 -1.588435  0.08
H3 -0.445474 -2.093769 0.172943  0.08
H4 -1.470610 0.161613 -1.197556  0.12
H5 -0.427419 0.006649 1.664570  0.12
H6 -2.057392 0.431472 1.091498  0.12
H7 -0.152581 2.421321 1.750338  0.12
H8 -1.321491 2.663908 0.422945  0.13
H9 1.195150 0.820780 -1.651656  0.14
H10 1.536913 -1.172863 1.162578  0.04
H11 1.970394 -2.185852 -0.226404  0.03
H12 2.430944 -0.497693 -0.201481  0.03

Cartesian forces (eV/Å) of the 6 atoms listed first:
1.9 0.2 0.7
-0.5 0.2 -0.2
-0.1 0.0 0.1
0.1 0.1 -0.1
-0.2 1.0 0.7
0.2 -0.1 -1.0

Orbital gap (alpha / beta): 8.6 / 6.1 eV
Net charge: 0